Molecular formula: C14H14N6O13P2SeTa
Method: DFT, ωB97M-V with the def2-TZVPD basis set

Summary:
HOMO-LUMO gap ... 6.709 eV
DFT total energy ... -135750.466 eV
ΔE to the lowest compared entry with this formula, charge and spin ... 0.346 eV
Charge ... +3
M ... 796.2 g/mol
E_LUMO ... -11.10 eV

Last column: Mulliken charge in e.
Atoms and positions in Å:
Ta -0.844 0.281 0.073  1.762
N -3.337 0.446 3.696  -0.229
C -3.268 1.066 2.308  0.611
C -4.428 2.050 2.130  -1.663
P -1.609 1.893 2.071  0.779
O -1.642 2.995 3.145  -0.579
O -1.498 2.225 0.585  -0.478
O -0.530 0.811 2.190  -0.528
P -3.303 -0.266 1.003  0.742
O -4.649 -0.958 1.275  -0.552
O -2.976 0.419 -0.312  -0.517
O -2.029 -1.113 1.179  -0.661
H -3.305 1.176 4.420  0.407
H -2.569 -0.213 3.877  0.347
H -4.224 -0.057 3.824  0.413
H -4.375 2.854 2.866  0.458
H -5.390 1.544 2.227  0.467
H -4.386 2.501 1.138  0.468
H -0.985 3.711 3.210  0.446
H -5.042 -1.629 0.687  0.443
O 3.109 -1.306 -6.211  -0.556
N 3.321 -0.452 -5.388  1.046
O 4.301 0.244 -5.280  -0.563
C 2.244 -0.224 -4.388  -0.557
C 2.458 0.728 -3.412  -0.475
C 1.434 0.908 -2.493  0.297
C 0.246 0.206 -2.590  0.938
O -0.758 0.548 -1.775  -0.636
C 0.120 -0.819 -3.505  -0.346
C 1.110 -1.025 -4.446  -0.498
N -1.028 -1.730 -3.346  0.976
O -1.473 -2.280 -4.302  -0.474
O -1.412 -1.888 -2.175  -0.567
N 1.578 1.759 -1.330  0.990
O 2.386 2.617 -1.302  -0.471
O 0.864 1.525 -0.285  -0.460
H 3.391 1.278 -3.376  0.662
H 1.031 -1.801 -5.200  0.654
Se 0.364 -2.961 -0.063  0.459
N 0.630 -1.176 0.373  -0.061
C 1.847 -1.087 1.009  1.517
C 2.452 0.033 1.601  -0.448
C 3.692 -0.127 2.174  -0.781
C 4.393 -1.363 2.203  -0.705
C 3.834 -2.474 1.667  -0.638
C 2.542 -2.358 1.073  0.217
N 1.901 -3.395 0.571  -0.590
H 1.973 0.996 1.627  0.503
H 4.158 0.737 2.632  0.448
H 5.368 -1.407 2.668  0.460
H 4.316 -3.443 1.679  0.517